(1)
This record from the OMol25 dataset describes an isolated molecule of C4H4Cl2O in a non-equilibrium geometry. The level of theory is the ωB97M-V functional and the def2-TZVPD basis.

Values from the calculation:
energy relative to the best compared isomer or geometry (same formula, charge and spin)	52.56	kcal per mole
SMILES	C#C[C@H](O)C(Cl)Cl
calculated total energy	-31302.1342	eV
lowest unoccupied orbital energy	0.0280	Ha

Atoms and positions in Å:
Cl1 1.2816 1.7929 0.2937
Cl2 -0.3520 0.8588 2.5487
O1 -1.6147 0.5653 -0.0002
C1 0.0889 -0.9526 -0.9561
C2 0.5558 0.4396 1.1829
C3 -0.6445 -0.3285 0.2369
C4 0.4615 -1.1348 -2.0758
H1 -1.0265 -1.1554 0.9193
H2 1.4757 -0.1075 1.3749
H3 -1.2397 1.3551 -0.4364
H4 1.0140 -1.3330 -3.0878


(2)
This record from the OMol25 dataset describes an isolated molecule of C4H4Cl2O2 in a non-equilibrium geometry. The level of theory is the ωB97M-V functional and the def2-TZVPD basis.

Values from the calculation:
energy relative to the best compared isomer or geometry (same formula, charge and spin)	4.47	kcal per mole
SMILES	C/C(O)=C(\Cl)C(=O)Cl
calculated total energy	-33352.0974	eV
lowest unoccupied orbital energy	-0.0051	Ha

Atoms and positions in Å:
Cl1 -2.2543 -1.8467 0.0053
Cl2 -4.7799 0.0132 -0.0038
O1 -0.3341 1.6055 0.0890
O2 -3.1377 2.0421 -0.0977
C1 -3.1862 0.8472 -0.0254
C2 -2.0595 -0.0536 0.0966
C3 0.4654 -0.6312 -0.1059
C4 -0.7196 0.2949 0.0595
H1 0.1399 -1.1580 -1.0139
H2 -1.1358 2.1053 0.2882
H3 0.5122 -1.0980 0.8615
H4 1.2315 0.0969 -0.2154


(3)
This record from the OMol25 dataset describes a cluster of 3 separate species, C4H4Cl2O2 in total in a non-equilibrium geometry. The level of theory is the ωB97M-V functional and the def2-TZVPD basis.

Values from the calculation:
energy relative to the best compared isomer or geometry (same formula, charge and spin)	33.55	kcal per mole
SMILES	ClC1=CC1.O=C=O.Cl
calculated total energy	-33350.8365	eV
lowest unoccupied orbital energy	0.0199	Ha

Atoms and positions in Å:
Cl1 4.0939 0.2079 0.3088
Cl2 -2.6631 1.7248 0.3824
O1 0.2014 3.0224 0.4622
O2 1.8930 2.8630 -1.0687
C1 2.4383 -0.0060 0.1561
C2 1.3614 -0.4254 -0.7921
C3 1.2367 0.0325 0.6501
C4 1.0486 2.9327 -0.3014
H1 1.2370 -1.4739 -1.0348
H2 -3.5354 0.9911 0.9778
H3 0.5691 0.2167 1.4539
H4 1.0649 0.2414 -1.5947